# 1
75
Properties=species:S:1:pos:R:3:forces:R:3:lowdin_charge:R:1 method="wB97M-V/def2-TZVPD" spin_multiplicity=1 molar_mass_g_mol=755.01 total_charge=0 e_lumo_ev=-0.114 relative_energy_ev=2.1218 gap_ev=5.75
C -2.007 -2.620 -3.982 0.2025 -0.0465 -0.3262 -0.053
C -1.418 -3.123 -2.704 0.5008 -0.3413 1.0000 -0.230
H -2.098 -3.423 -4.718 -0.0016 0.1562 -0.0449 0.060
H -1.366 -1.827 -4.387 -0.1651 -0.0925 0.0346 0.076
H -3.009 -2.192 -3.825 0.2542 -0.0595 0.1003 0.084
C -0.954 -4.371 -2.543 -0.3986 0.4911 -0.1378 -0.128
C -0.874 -5.385 -3.642 -0.0321 -0.5941 -0.2177 -0.130
H -0.622 -4.738 -1.569 -0.0026 0.4046 -0.2021 0.092
H -0.239 -5.059 -4.478 -0.1096 -0.0562 0.1761 0.073
H -1.852 -5.664 -4.069 0.2366 0.1324 0.1552 0.073
H -0.438 -6.295 -3.220 -0.0083 -0.0651 -0.2932 0.059
Bi 1.165 2.012 1.645 -0.0892 -0.0754 -0.0391 1.304
Cl -1.365 1.911 1.506 0.4364 -0.0933 0.0752 0.034
Cl 1.824 4.329 0.705 -0.1937 -0.2754 0.0352 -0.082
H 1.213 6.120 4.650 -0.0197 -0.0509 -0.3106 0.103
H -1.800 6.887 3.389 0.1918 -0.0383 -0.1669 0.095
C 1.114 6.075 3.555 0.2411 -0.0390 -0.0080 -0.050
C -1.197 6.396 2.611 -0.5321 0.0105 0.3925 -0.027
N -0.185 5.521 3.191 -0.0678 -0.7503 0.1968 -0.173
H 1.905 5.452 3.127 -0.1311 0.2515 0.1529 0.038
C -0.397 4.213 3.326 1.0504 -0.1045 -0.0154 -0.367
O 0.552 3.380 3.487 -1.0922 1.0062 0.4344 -0.303
H -1.867 5.805 1.976 0.2226 0.2359 0.0712 0.096
H -1.441 3.869 3.312 0.2802 0.1525 -0.3807 0.109
H 1.171 7.085 3.152 0.1187 -0.0959 0.0135 0.089
H -0.696 7.171 2.021 -0.1567 -0.3349 0.0204 0.096
H 2.195 -0.805 -2.737 0.1872 -0.1231 0.1893 0.078
H 2.331 -3.548 -1.709 0.2151 0.0551 0.0818 0.089
C 3.160 -0.880 -2.213 -0.0685 -0.0070 -0.0026 -0.064
C 3.175 -3.117 -1.151 -0.4730 0.1134 -0.0270 -0.061
N 2.999 -1.674 -0.998 0.4602 0.3722 0.7167 -0.178
H 3.511 0.121 -1.953 -0.0067 -0.2023 -0.0359 0.074
C 2.966 -1.090 0.233 0.2630 -0.2559 -0.4195 -0.354
O 3.267 0.079 0.491 -0.5264 -0.4697 -0.0487 -0.145
H 3.236 -3.593 -0.166 -0.0109 0.0887 -0.2419 0.088
H 2.603 -1.778 1.030 0.3597 0.1285 -0.2743 0.131
H 3.890 -1.389 -2.851 -0.0526 0.2304 0.0099 0.084
H 4.096 -3.319 -1.718 -0.1517 0.0816 0.2783 0.091
O -0.512 -1.024 -1.941 1.5795 0.0471 -0.2364 -0.308
C -1.324 -2.033 -1.615 -1.0195 0.4748 0.0394 -0.514
C 0.069 -3.090 0.239 0.3690 -0.2099 0.5492 -0.057
C -1.160 -2.619 -0.191 -0.5778 0.1406 -1.1838 -0.157
H 0.945 -2.921 -0.397 -0.6156 -0.0839 0.3048 0.075
C 0.164 -3.780 1.453 -0.3086 0.3653 -0.2493 -0.107
H -2.334 -1.577 -1.641 -0.8533 -0.4646 0.4602 0.110
C -2.300 -2.765 0.596 0.3986 -0.3084 0.3764 -0.032
H 1.131 -4.179 1.767 -0.2360 -0.0080 0.0560 0.093
C -0.985 -3.951 2.238 0.0355 -0.2383 0.0314 -0.150
C -2.219 -3.443 1.817 0.1938 0.2617 -0.0529 -0.099
H -3.237 -2.357 0.220 0.1124 -0.1628 0.1492 0.110
H -0.920 -4.507 3.180 -0.0344 0.1402 -0.2996 0.091
H -3.111 -3.557 2.437 0.2680 -0.0644 -0.1305 0.095
Si -0.141 2.396 -2.343 0.6625 0.8014 1.0894 0.360
Cl 0.977 1.124 -0.829 -0.6976 0.4682 -1.1505 0.318
C 1.258 3.511 -2.916 0.2018 -0.1885 -0.4001 -0.220
C -1.182 3.564 -1.329 -0.5084 -0.4231 0.0684 -0.264
C -1.068 1.346 -3.516 -0.1901 -0.2401 -0.2386 -0.199
H 2.047 3.560 -2.154 -0.2328 -0.0666 -0.1983 -0.005
H 0.880 4.536 -3.053 -0.0160 -0.3093 0.0219 0.036
H 1.696 3.189 -3.868 0.0673 0.0398 0.1472 0.028
H -0.397 0.789 -4.182 -0.2681 -0.0367 0.2885 0.044
H -1.735 1.965 -4.128 0.1704 0.1886 0.0267 0.041
H -1.687 0.643 -2.940 0.4534 -0.0573 -0.1690 0.032
H -1.986 3.009 -0.829 0.0991 0.3573 -0.1081 -0.015
H -1.618 4.314 -2.006 0.0924 -0.1863 0.0986 0.042
H -0.574 4.081 -0.577 -0.1124 -0.1086 -0.1790 -0.035
C -1.150 -0.006 4.417 -0.2165 0.1093 0.0744 -0.017
C 0.138 -0.575 3.899 1.0227 -0.0726 -0.5687 -0.538
N 0.362 -1.865 4.167 -0.5252 -0.3084 0.5771 0.186
O 1.020 0.058 3.264 -1.0080 -0.1428 0.6212 -0.193
H -1.368 -0.416 5.417 0.0755 0.1760 -0.3886 0.092
H -1.971 -0.277 3.739 0.2435 0.0417 0.1093 0.087
H -1.092 1.083 4.460 0.0430 -0.1885 -0.0172 0.062
H 1.220 -2.288 3.847 -0.2121 0.0288 -0.1704 0.117
H -0.382 -2.471 4.523 0.6140 0.4885 -0.2906 0.118


# 2
38
Properties=species:S:1:pos:R:3:forces:R:3:nbo_charge:R:1 method="wB97M-V/def2-TZVPD" spin_multiplicity=1 molar_mass_g_mol=220.27 total_charge=0 smiles="C=NC(=C)C[C@H](C)N.O.O.O.O.O.O" e_lumo_ev=-0.024 relative_energy_ev=1.1839 gap_ev=9.02
C 2.293 -1.272 2.024 -0.1668 -1.6124 1.3134 -0.021
N 2.930 -1.058 0.964 0.4951 0.9789 0.3649 -0.418
C 2.549 -0.049 0.049 -1.0989 -0.6971 -0.6891 0.135
C 3.459 0.363 -0.825 1.0486 0.1313 -0.0802 -0.396
C 1.068 0.316 -0.092 1.7510 0.5775 0.4781 -0.489
C 0.464 -0.187 -1.397 -2.5363 -1.1768 -0.3340 -0.057
C -0.009 0.939 -2.282 0.7564 1.4000 -0.8026 -0.623
N -0.749 -1.056 -1.201 0.1722 0.6297 -0.5597 -0.879
H 2.652 -2.075 2.676 0.3478 -0.0135 -0.2754 0.161
H 1.360 -0.921 2.478 -0.0673 0.9903 -0.8174 0.145
H 4.511 0.151 -0.672 -0.0859 -0.5455 0.1084 0.208
H 3.318 0.935 -1.728 -0.6830 0.4802 0.2343 0.200
H 1.077 1.406 0.003 -0.2964 0.0600 -0.6068 0.224
H 0.524 0.049 0.811 -0.2373 -0.5900 -0.2980 0.230
H 1.049 -0.839 -2.048 0.9501 0.2447 0.5623 0.192
H -0.686 0.670 -3.084 -0.4551 -0.3720 0.3139 0.216
H -0.376 1.793 -1.709 -0.3696 -0.1843 0.0194 0.205
H 0.792 1.378 -2.885 0.4786 -0.0134 0.3955 0.220
H -0.590 -1.898 -0.667 0.2051 0.2507 0.3690 0.381
H -1.508 -0.504 -0.822 -0.0318 -0.2027 0.2712 0.356
O 1.156 -3.246 -0.415 -0.1365 -0.1024 -0.0804 -0.938
H 1.626 -2.640 -0.999 0.1773 -0.0113 0.1227 0.476
H 0.641 -3.795 -1.014 0.0497 -0.1012 -0.0171 0.470
O -0.077 4.122 -0.058 0.0285 -0.0399 -0.0698 -0.937
H 0.427 3.578 0.558 -0.0966 0.0279 0.0879 0.476
H -0.885 3.624 -0.215 0.0138 -0.0083 0.0759 0.464
O -2.732 -0.714 -3.441 -0.7619 -0.5926 -0.7693 -0.963
H -2.879 0.183 -3.149 0.4333 0.1395 0.2027 0.464
H -1.856 -1.026 -3.193 0.0455 0.3550 0.6209 0.494
O -2.617 -1.956 2.552 -0.0601 0.3560 -0.0116 -0.957
H -3.077 -2.654 2.079 0.1051 -0.1153 0.0362 0.478
H -1.841 -2.356 2.956 -0.0658 -0.1155 -0.0769 0.479
O -1.135 2.074 2.695 0.6520 0.3774 0.3979 -0.950
H -1.467 1.178 2.760 -0.0149 -0.0889 -0.0459 0.463
H -1.853 2.556 2.276 -0.0394 -0.1558 -0.0372 0.486
O -3.094 1.318 1.168 -0.0959 0.2419 -0.4149 -0.970
H -3.694 1.403 0.423 -0.1875 -0.2001 0.0822 0.481
H -3.343 0.533 1.661 -0.2229 -0.3017 -0.0706 0.490


# 3
119
Properties=species:S:1:pos:R:3:forces:R:3:lowdin_spin:R:1 method="wB97M-V/def2-TZVPD" spin_multiplicity=4 molar_mass_g_mol=1202.29 total_charge=+4 e_lumo_ev="-10.814 / -10.740" relative_energy_ev=0.0000 gap_ev="7.27 / 7.35"
Re -0.108 0.113 0.379 0.0328 -1.5725 -1.0997 2.486
N 1.761 0.308 -0.324 -0.5590 0.2511 0.2038 0.114
S 3.215 -0.071 -0.223 0.0045 -0.1273 0.0716 0.049
N 3.631 -1.504 -0.843 0.3651 0.0190 0.0106 0.013
S 3.760 -2.871 -0.085 -0.3928 0.2214 -0.0405 0.005
N 2.553 -3.233 0.837 0.2120 -0.2474 0.1819 0.014
S 0.986 -3.091 0.478 0.0892 0.3724 -0.0156 0.058
N 0.347 -1.763 0.789 -0.1985 0.0917 -0.0675 0.126
C 0.804 -3.619 -1.230 -0.0725 -0.0581 0.4448 0.015
C 0.760 -2.654 -2.225 -0.0238 0.1387 0.1043 0.002
C 0.736 -3.067 -3.549 -0.0295 0.0473 -0.0018 0.000
C 0.757 -4.421 -3.859 -0.0326 0.0171 -0.0037 0.001
C 0.786 -5.375 -2.848 -0.0260 0.0098 0.0264 0.001
C 0.805 -4.978 -1.520 -0.0398 -0.0696 -0.0250 0.004
C 0.328 -4.348 1.547 0.1396 0.0543 -0.2388 0.001
C 1.064 -5.507 1.770 0.1165 -0.0279 0.0437 0.000
C 0.520 -6.496 2.571 -0.0248 0.0047 -0.0590 0.000
C -0.729 -6.308 3.151 -0.0332 0.0091 0.0423 0.000
C -1.445 -5.138 2.927 -0.0009 -0.0746 0.0098 0.000
C -0.923 -4.149 2.108 -0.0103 0.2530 -0.0396 0.001
C 4.039 -4.055 -1.370 0.0373 0.2800 -0.0371 0.001
C 4.203 -5.375 -0.962 -0.0118 -0.0261 0.1261 0.000
C 4.492 -6.327 -1.922 -0.0088 0.0248 0.0188 0.000
C 4.631 -5.948 -3.255 0.0064 0.0277 -0.0337 0.000
C 4.474 -4.623 -3.637 0.0205 -0.0745 -0.0160 0.000
C 4.175 -3.655 -2.690 -0.0572 0.1417 0.0370 0.000
C 5.189 -3.015 0.960 -0.3181 0.0358 0.0226 0.001
C 6.424 -2.771 0.370 -0.0186 0.0729 -0.1955 0.000
C 7.563 -2.921 1.140 -0.0038 0.0145 -0.0438 0.000
C 7.458 -3.328 2.466 -0.0217 -0.0279 0.0219 0.000
C 6.216 -3.591 3.029 0.0520 -0.0067 0.0238 0.000
C 5.062 -3.437 2.275 -0.2110 0.0566 0.0361 0.000
C 3.836 0.048 1.462 0.0145 -0.1617 -0.2791 0.013
C 2.981 -0.318 2.494 -0.0050 -0.1351 -0.1177 0.006
C 3.423 -0.204 3.803 -0.0777 -0.0859 -0.0167 0.001
C 4.698 0.278 4.069 0.0303 0.0089 0.0154 0.001
C 5.547 0.627 3.026 -0.0137 0.0214 0.0146 0.001
C 5.119 0.517 1.711 0.0919 -0.0025 -0.0910 0.003
C 4.179 1.018 -1.236 -0.0381 -0.1729 0.1626 0.000
C 3.627 2.237 -1.604 -0.1415 -0.0580 0.1366 0.001
C 4.399 3.125 -2.333 0.0627 0.0221 -0.0486 0.000
C 5.704 2.793 -2.677 -0.0358 0.0060 0.0157 0.000
C 6.240 1.564 -2.309 0.0109 -0.0389 0.0453 0.000
C 5.477 0.664 -1.584 -0.0305 -0.1144 -0.0523 0.000
H 0.736 -1.603 -1.967 0.0664 -0.0093 -0.0838 0.001
H 0.696 -2.328 -4.337 0.0069 -0.0085 -0.0149 0.000
H 0.736 -4.737 -4.894 0.0110 0.0040 -0.0055 0.000
H 0.785 -6.430 -3.087 -0.0033 0.0027 -0.0281 0.000
H 0.803 -5.721 -0.734 0.0440 -0.0072 -0.0050 0.000
H 2.052 -5.617 1.345 -0.0215 -0.0624 0.0088 0.000
H 1.064 -7.414 2.744 0.0472 0.0318 0.0392 0.000
H -1.137 -7.071 3.800 -0.0154 -0.0135 -0.0300 0.000
H -2.406 -4.999 3.403 0.0090 0.0355 -0.0027 0.000
H -1.442 -3.217 1.934 -0.0779 -0.0060 0.0070 0.000
H 4.131 -5.645 0.085 0.0179 -0.0416 -0.0229 0.000
H 4.628 -7.360 -1.633 0.0140 -0.0010 0.0061 0.000
H 4.883 -6.693 -3.999 -0.0137 -0.0073 0.0026 0.000
H 4.601 -4.337 -4.673 -0.0044 0.0008 -0.0020 0.000
H 4.061 -2.613 -2.959 -0.0005 -0.0451 -0.0426 0.000
H 6.496 -2.497 -0.676 0.0296 -0.0049 0.0098 0.000
H 8.535 -2.742 0.701 -0.0041 -0.0008 -0.0037 0.000
H 8.355 -3.462 3.056 -0.0093 0.0063 0.0065 0.000
H 6.145 -3.934 4.053 -0.0098 0.0163 -0.0055 0.000
H 4.084 -3.649 2.683 0.0224 0.0211 0.0758 0.000
H 1.986 -0.677 2.270 -0.0210 -0.1075 0.1023 0.005
H 2.764 -0.487 4.614 0.0113 0.0204 0.0128 0.000
H 5.026 0.395 5.094 0.0267 -0.0448 -0.0084 0.000
H 6.540 1.002 3.234 -0.0088 0.0127 -0.0047 0.000
H 5.771 0.824 0.906 0.0251 -0.0089 0.0115 0.000
H 2.604 2.458 -1.333 0.0435 0.0475 -0.0594 0.000
H 3.985 4.075 -2.644 -0.0128 0.0018 0.0145 0.000
H 6.306 3.494 -3.240 -0.0048 -0.0075 -0.0180 0.000
H 7.251 1.302 -2.589 0.0036 0.0245 -0.0137 0.000
H 5.872 -0.302 -1.301 0.0536 0.0205 -0.0384 0.000
C 0.556 3.786 -0.104 0.0886 -0.1630 -0.1154 0.017
As 0.679 2.419 1.296 -0.1880 0.8181 0.3166 0.010
C 2.427 2.763 2.054 -0.0363 -0.1404 0.0513 -0.004
C -0.573 3.105 2.603 0.1652 -0.1160 -0.1054 -0.004
C -0.204 4.071 3.531 0.0893 -0.0577 -0.0527 -0.002
C -1.155 4.595 4.395 0.0091 -0.0464 -0.0199 0.000
C -2.464 4.141 4.335 0.0118 0.0332 0.0730 0.000
C -2.837 3.189 3.397 -0.1218 -0.0933 -0.1115 -0.001
C -1.893 2.674 2.517 0.1324 -0.1820 -0.1199 -0.001
As -2.338 1.471 1.054 -0.3924 0.8710 0.2723 0.001
C -2.943 2.716 -0.327 0.1514 -0.1885 -0.1749 0.008
C -4.099 0.801 1.556 0.2142 -0.2925 0.0169 -0.006
H 1.373 4.492 0.043 0.0252 -0.0307 0.0091 0.002
H -0.383 4.320 0.011 -0.0091 -0.0293 0.0677 0.000
H 0.615 3.364 -1.105 -0.0038 -0.0227 0.0301 0.001
H 2.498 3.832 2.245 -0.1208 0.0313 -0.0697 -0.001
H 3.206 2.478 1.352 -0.0753 0.0904 -0.0316 0.000
H 2.552 2.211 2.984 -0.0224 0.0650 -0.0557 0.000
H 0.820 4.418 3.584 -0.0193 0.0434 0.0687 0.000
H -0.872 5.351 5.114 -0.0024 -0.0147 0.0186 0.000
H -3.200 4.529 5.027 -0.0224 0.0103 -0.0313 0.000
H -3.867 2.860 3.364 -0.0016 0.0363 0.0407 0.000
H -3.641 3.413 0.137 0.0220 -0.0307 0.0757 0.000
H -3.458 2.164 -1.113 0.0175 -0.0400 0.0314 0.000
H -2.127 3.270 -0.779 0.0331 -0.0217 0.0409 0.000
H -4.694 1.655 1.871 0.1121 0.0870 -0.0277 -0.001
H -4.026 0.074 2.360 -0.0029 -0.0192 -0.0420 0.000
H -4.585 0.370 0.683 0.1056 -0.0487 -0.0002 0.000
O -2.701 -1.684 0.864 0.0307 0.1877 -0.6496 0.013
C -2.584 -1.492 -0.354 -0.6632 -0.7813 0.6867 0.009
O -1.666 -0.825 -0.929 0.9889 0.8893 0.6466 0.033
C -3.631 -2.139 -1.290 0.6268 0.2162 -0.2619 -0.001
N -4.737 -2.678 -0.427 0.1291 0.1119 0.1792 0.000
C -4.986 -4.107 -0.812 0.1918 -0.5140 -0.0902 0.000
C -3.603 -4.577 -1.237 0.0077 0.1943 -0.0279 0.000
C -3.062 -3.374 -2.022 -0.0425 -0.1759 -0.0194 0.000
H -3.997 -1.394 -1.993 -0.1436 -0.0009 0.0913 0.000
H -5.591 -2.125 -0.455 0.0061 0.0765 -0.0142 0.000
H -4.324 -2.608 0.524 -0.2405 -0.0265 -0.0044 0.000
H -5.683 -4.131 -1.648 -0.0451 0.1343 0.0460 0.000
H -5.410 -4.653 0.027 -0.0580 0.1062 0.0321 0.000
H -3.655 -5.474 -1.849 -0.0094 -0.0350 0.0402 0.000
H -2.985 -4.789 -0.362 -0.0120 -0.0194 0.0120 0.000
H -3.435 -3.401 -3.045 0.0045 0.0515 -0.0111 0.000
H -1.974 -3.350 -2.062 -0.0048 0.0474 -0.0111 0.000